(P)
Computed, not measured: the molecule C18H22N4O2, with the ωB97M-V functional and the def2-TZVPD basis.

Results
HOMO: -8.69 eV
LUMO: 0.84 eV
orbital gap: 0.3500 Ha
SMILES string: CCCCc1nc2cc(C(=O)NCc3nccn3CC)ccc2o1

Cartesian coordinates (Å):
C (6.50299, -3.05895, -1.75774)
C (5.69499, -1.77242, -1.64209)
C (6.26377, -0.84621, -0.57038)
H (7.29827, -0.59814, -0.81658)
H (6.26176, -1.35658, 0.39534)
C (5.46258, 0.45807, -0.45119)
C (4.08276, 0.19502, 0.02165)
N (3.00796, 0.24658, -0.68512)
C (1.98846, -0.09566, 0.17585)
C (0.62165, -0.20997, -0.02146)
C (-0.14773, -0.58402, 1.07163)
C (0.44304, -0.84806, 2.31547)
C (1.80194, -0.73413, 2.52832)
C (2.56181, -0.35138, 1.43916)
O (3.89941, -0.16015, 1.32337)
H (2.25043, -0.93575, 3.48754)
H (-0.20899, -1.15489, 3.11896)
C (-1.62780, -0.76084, 0.98478)
O (-2.24775, -1.46737, 1.76071)
N (-2.23265, -0.10319, -0.03138)
H (-1.76632, 0.64621, -0.52150)
C (-3.66950, -0.08755, -0.15605)
C (-4.11865, 1.29517, -0.48444)
N (-3.30622, 2.25416, -0.85535)
C (-4.08971, 3.34047, -1.08633)
C (-5.39469, 3.02582, -0.85376)
N (-5.41110, 1.70954, -0.47511)
C (-6.57236, 0.96098, -0.06972)
C (-6.82493, 1.09302, 1.43095)
H (-5.97739, 0.71282, 1.99580)
H (-6.97634, 2.13643, 1.69781)
H (-7.71051, 0.52846, 1.70897)
H (-6.42268, -0.08890, -0.33477)
H (-7.43380, 1.34024, -0.62698)
H (-6.29252, 3.60372, -0.92973)
H (-3.66097, 4.26891, -1.40423)
H (-4.09352, -0.44459, 0.79011)
H (-3.98496, -0.78287, -0.95005)
H (0.20326, -0.03644, -0.99909)
H (5.39900, 0.95055, -1.42110)
H (5.95638, 1.12139, 0.26210)
H (5.69584, -1.25266, -2.60234)
H (4.65729, -2.01243, -1.40240)
H (7.53631, -2.83921, -2.01815)
H (6.49618, -3.60143, -0.81474)
H (6.08501, -3.70377, -2.52674)

(Q)
Computed, not measured: the molecule C18H22N4O2, with the ωB97M-V functional and the def2-TZVPD basis.

Results
HOMO: -8.64 eV
LUMO: 0.08 eV
orbital gap: 0.3205 Ha
SMILES string: CCCC[C@@H](CC)C(=O)Nc1cc(=O)[nH]c2nc3ccccc3n12

Cartesian coordinates (Å):
C (1.78760, 2.13891, 1.82397)
C (0.76348, 1.06137, 2.16668)
C (1.37330, -0.34273, 2.31448)
C (1.10844, -1.26355, 1.12179)
H (1.40653, -2.28305, 1.37550)
H (0.02992, -1.27901, 0.93635)
C (1.85138, -0.84745, -0.16365)
C (1.12032, -1.50170, -1.31538)
O (1.34750, -2.60695, -1.74104)
N (0.05258, -0.79263, -1.83066)
C (-0.41556, 0.46901, -1.47709)
C (0.29176, 1.60928, -1.65487)
C (-0.21640, 2.91633, -1.27891)
O (0.37883, 3.96386, -1.39030)
N (-1.51029, 2.89008, -0.76616)
C (-2.24231, 1.76629, -0.59177)
N (-3.43795, 1.67859, -0.10737)
C (-3.72697, 0.33159, -0.09775)
C (-4.87585, -0.31383, 0.33441)
C (-4.90443, -1.69265, 0.26198)
C (-3.81714, -2.41889, -0.21701)
C (-2.66247, -1.79537, -0.65599)
C (-2.63296, -0.41218, -0.60388)
N (-1.67619, 0.53778, -0.93777)
H (-1.82715, -2.38408, -1.00128)
H (-3.87081, -3.49633, -0.24475)
H (-5.78465, -2.22384, 0.59092)
H (-5.70682, 0.25599, 0.71557)
H (-1.93462, 3.76863, -0.49786)
H (1.26881, 1.58081, -2.10648)
H (-0.54421, -1.33427, -2.44641)
H (1.79467, 0.23467, -0.26643)
C (3.31710, -1.28440, -0.15501)
C (4.09552, -0.64404, -1.29796)
H (4.07479, 0.44176, -1.21975)
H (5.13317, -0.96715, -1.27723)
H (3.66814, -0.93206, -2.25591)
H (3.77150, -1.00617, 0.79680)
H (3.35800, -2.37070, -0.25072)
H (0.94751, -0.82726, 3.19533)
H (2.44722, -0.25571, 2.48209)
H (0.27967, 1.34264, 3.10417)
H (-0.01783, 1.04288, 1.40317)
H (2.32133, 1.91249, 0.90482)
H (1.29741, 3.10167, 1.69670)
H (2.51811, 2.23135, 2.62463)

On energetic grounds, (Q) is preferred over the next structure by 13.7 kcal/mol.